# 1
Formula: C4H12
Source: the Open Molecules 2025 dataset
Level of theory: ωB97M-V with the def2-TZVPD basis set

The relative energy (zero: lowest compared OMol25 entry of this formula, charge and spin) is 7.2 kcal/mol. Its SMILES is CC.CC. The calculation puts the lowest unoccupied orbital energy at 1.148 eV. The calculation puts the largest force on an atom at 2.0 eV/A. The value obtained for the highest occupied orbital energy is -11.4 eV.

Cartesian coordinates (Å):
C  1.54  0.03  0.45
C  2.14  0.95  1.51
H  0.48  0.16  0.29
H  2.07  0.07  -0.52
H  1.69  -1.02  0.75
H  2.02  1.99  1.21
H  3.20  0.75  1.63
H  1.59  0.87  2.44
C  -2.10  0.15  -0.57
C  -1.54  -1.11  -1.26
H  -2.02  1.00  -1.27
H  -3.20  0.07  -0.55
H  -1.68  0.43  0.38
H  -2.31  -1.80  -1.57
H  -0.79  -1.63  -0.68
H  -1.08  -0.90  -2.23

# 2
Formula: C3H5NO3
Source: the Open Molecules 2025 dataset
Level of theory: ωB97M-V with the def2-TZVPD basis set

The relative energy (zero: lowest compared OMol25 entry of this formula, charge and spin) is 51.2 kcal/mol. Its SMILES is N[C@@H]1OCC(=O)O1. The calculation puts the lowest unoccupied orbital energy at 0.815 eV. The calculation puts the largest force on an atom at 1.1 eV/A. The value obtained for the highest occupied orbital energy is -10.2 eV.

Cartesian coordinates (Å):
N  -1.06  0.84  -0.09
C  0.05  0.54  -0.97
O  0.12  -0.85  -1.12
C  0.45  -1.27  0.20
C  0.56  0.05  0.97
O  0.54  0.32  2.13
O  1.09  0.91  -0.11
H  -1.03  1.74  0.35
H  -1.96  0.40  -0.19
H  0.06  1.00  -1.96
H  1.46  -1.69  0.24
H  -0.28  -1.99  0.56

# 3
Formula: C26H31NO4PW
Source: the Open Molecules 2025 dataset
Level of theory: ωB97M-V with the def2-TZVPD basis set

The relative energy (zero: lowest compared OMol25 entry of this formula, charge and spin) is 4.0 kcal/mol. The calculation puts the lowest unoccupied orbital energy at -9.781 eV. The calculation puts the largest force on an atom at 0.9 eV/A. Its total charge is +3. The value obtained for the highest occupied orbital energy is -17.1 eV.

Cartesian coordinates (Å):
W  0.98  -0.79  -0.21
C  3.36  -1.24  -1.96
C  2.56  -2.53  -2.21
O  1.39  -2.54  -1.33
C  1.14  -3.83  -0.68
C  0.30  -3.55  0.54
O  0.91  -2.36  1.12
C  0.60  -2.00  2.50
C  1.39  -0.69  2.80
O  2.10  -0.23  1.62
C  3.55  -0.47  1.66
C  4.09  -0.26  0.28
O  3.14  -0.95  -0.56
H  3.01  -0.42  -2.58
H  4.42  -1.42  -2.16
H  3.17  -3.40  -1.95
H  2.23  -2.61  -3.24
H  2.10  -4.25  -0.38
H  0.64  -4.49  -1.38
H  0.35  -4.38  1.23
H  -0.74  -3.32  0.28
H  0.91  -2.81  3.15
H  -0.47  -1.84  2.59
H  2.10  -0.84  3.60
H  0.70  0.10  3.08
H  3.71  -1.50  1.98
H  4.00  0.22  2.37
H  5.08  -0.70  0.19
H  4.12  0.80  0.00
N  -0.67  -0.67  -0.91
P  -1.52  0.66  -0.50
C  -2.70  0.37  0.79
C  -3.11  -0.95  1.02
C  -4.07  -1.20  1.98
C  -4.63  -0.15  2.70
C  -4.23  1.16  2.46
C  -3.27  1.43  1.50
C  -0.07  1.59  0.16
C  -0.04  2.24  1.39
C  1.06  3.00  1.75
C  2.14  3.13  0.87
C  2.14  2.47  -0.35
C  1.05  1.69  -0.71
C  -2.17  1.46  -1.94
C  -1.53  1.23  -3.16
C  -1.99  1.87  -4.30
C  -3.09  2.73  -4.22
C  -3.73  2.93  -3.00
C  -3.28  2.30  -1.86
H  -2.70  -1.75  0.42
H  -4.41  -2.21  2.15
H  -5.39  -0.35  3.44
H  -4.68  1.97  3.02
H  -2.97  2.46  1.30
H  -0.89  2.17  2.06
H  1.08  3.54  2.69
H  2.98  3.77  1.14
H  2.96  2.61  -1.04
H  0.96  1.31  -1.74
H  -0.71  0.52  -3.23
H  -1.51  1.69  -5.25
H  -3.45  3.22  -5.11
H  -4.60  3.58  -2.95
H  -3.80  2.45  -0.92

- Among the records above, which one has the lowest lowest unoccupied orbital energy?
  C26H31NO4PW

- What is the formula in the first record?
  C4H12